This record from OMol25 describes C27H23AsCoN3O2 as an isolated structure. The level of theory is ωB97M-V/def2-TZVPD.

Results
energy relative to the best compared isomer or geometry (same formula, charge and spin) = 0.000 eV
gap between HOMO and LUMO (alpha / beta) = 7.754 / 7.914 eV
net charge = +1
E_LUMO (alpha / beta) = -0.131 / -0.135 Ha
2S+1 = 4
highest occupied orbital energy (alpha / beta) = -11.31 / -11.60 eV

Last column: Löwdin charge in e.
Positions of all 57 atoms, in Å:
Co  1.06853  -1.39229  1.24945  0.600
N  0.08879  -0.74451  3.03074  0.062
C  -1.29776  -1.09562  2.81153  -0.232
C  -2.34844  -0.42560  3.35573  -0.003
C  -3.67632  -0.85193  3.10988  -0.038
C  -3.92158  -1.95511  2.34746  -0.006
C  -2.84519  -2.65968  1.75142  -0.136
C  -3.01678  -3.80550  0.93893  0.027
C  -1.93480  -4.40787  0.36457  -0.015
C  -0.66246  -3.83893  0.55866  -0.085
N  -0.46477  -2.78677  1.32055  0.030
C  -1.53424  -2.20646  1.95421  -0.157
H  0.19455  0.18697  3.41635  0.108
H  0.48136  -1.38903  3.71770  0.130
H  -2.17440  0.42538  4.00248  0.125
H  -4.49715  -0.30772  3.55397  0.117
H  -4.93329  -2.30060  2.18317  0.125
H  -4.01405  -4.19523  0.77723  0.132
H  -2.03391  -5.28642  -0.25545  0.119
H  0.21279  -4.24285  0.06368  0.128
O  2.97196  -1.58639  1.74176  -0.202
N  3.43723  -2.00007  0.62631  -0.158
O  2.54294  -2.15579  -0.20899  -0.171
C  -2.88504  3.33459  0.21588  -0.069
C  -2.06251  2.99732  1.28292  -0.077
C  -0.97263  2.16638  1.07542  -0.145
C  -0.68621  1.68060  -0.19874  -0.364
C  -1.51590  2.01231  -1.26171  -0.083
C  -2.61292  2.83816  -1.04919  -0.063
As  0.80081  0.47690  -0.40406  1.340
C  0.74481  -0.05522  -2.24463  -0.400
C  0.27342  -1.31948  -2.57215  -0.109
C  0.17880  -1.70335  -3.90263  -0.067
C  0.55612  -0.82252  -4.90477  -0.064
C  1.02835  0.44292  -4.58036  -0.062
C  1.12125  0.82936  -3.25227  -0.109
C  2.42523  1.51141  -0.26660  -0.372
C  3.54520  1.09728  -0.98025  -0.115
C  4.75412  1.75759  -0.81032  -0.061
C  4.84872  2.82682  0.06715  -0.068
C  3.73293  3.23581  0.78307  -0.071
C  2.52287  2.57722  0.62206  -0.101
H  -3.73644  3.98279  0.37265  0.111
H  -2.26903  3.38084  2.27359  0.108
H  -0.34781  1.90311  1.92263  0.079
H  -1.31720  1.63494  -2.25793  0.100
H  -3.25360  3.09509  -1.88218  0.112
H  -0.00904  -2.02221  -1.79572  0.081
H  -0.18019  -2.69038  -4.15992  0.108
H  0.48792  -1.12225  -5.94167  0.111
H  1.32449  1.12902  -5.36228  0.112
H  1.49286  1.81797  -3.00956  0.115
H  3.48969  0.25684  -1.66048  0.104
H  5.62268  1.43047  -1.36528  0.112
H  5.79083  3.34203  0.19361  0.110
H  3.80287  4.07157  1.46599  0.109
H  1.66151  2.92808  1.17634  0.088

***

This record from OMol25 describes C27H23Br2CoFN3O4Te as an isolated structure. The level of theory is ωB97M-V/def2-TZVPD.

Results
energy relative to the best compared isomer or geometry (same formula, charge and spin) = 2.483 eV
gap between HOMO and LUMO (alpha / beta) = 5.961 / 6.131 eV
net charge = -1
E_LUMO (alpha / beta) = 0.086 / 0.086 Ha
2S+1 = 2
highest occupied orbital energy (alpha / beta) = -3.63 / -3.80 eV

Last column: Löwdin charge in e.
Positions of all 62 atoms, in Å:
Co  -1.74297  1.43945  -0.13752  0.443
C  -1.17201  3.32286  -2.53294  -0.130
C  -1.03397  1.86793  -2.91048  -0.231
C  -0.47740  1.46942  -4.14222  -0.008
C  -0.25293  0.14706  -4.39601  -0.028
C  -0.53796  -0.81655  -3.40149  -0.204
C  -0.25843  -2.20038  -3.48938  -0.645
Br  0.48147  -2.93403  -5.08294  0.719
C  -0.48111  -3.02448  -2.42028  -0.189
C  -0.99188  -2.52357  -1.22061  -0.596
Br  -1.20590  -3.69415  0.25424  0.775
C  -1.30291  -1.17086  -1.02805  -0.420
O  -1.68366  -0.64131  0.05974  -0.078
C  -1.08855  -0.33581  -2.19920  -0.106
N  -1.36132  0.98215  -2.00004  0.105
H  -1.20133  3.95087  -3.42662  0.115
H  -0.28531  3.59318  -1.94977  0.128
H  -3.04616  4.19383  -2.13311  0.099
H  -0.22591  2.22133  -4.87924  0.108
H  0.17427  -0.17121  -5.33740  0.078
H  -0.24316  -4.07731  -2.49206  0.091
C  1.17262  -3.14598  4.03815  -0.049
C  2.12967  -2.85398  2.89198  -0.309
C  2.31592  -4.09724  2.03385  -0.162
C  3.31390  -3.83750  0.92091  -0.134
C  2.91498  -2.61891  0.13456  -0.137
C  3.29657  -2.47765  -1.18154  0.043
C  2.92852  -1.34583  -1.89908  -0.263
F  3.32718  -1.24709  -3.18783  0.044
C  2.18319  -0.35194  -1.33836  0.066
C  1.76900  -0.48301  -0.00818  -0.038
C  0.88244  0.56133  0.54461  -0.314
O  0.58637  1.54309  -0.14901  0.019
C  0.40752  0.31595  1.87146  -0.030
C  0.84940  -0.77858  2.53759  0.026
N  1.67046  -1.73636  2.04261  0.029
C  2.12728  -1.61408  0.73432  -0.080
C  -0.65560  1.15462  2.57265  -0.593
O  -0.65488  1.13119  3.80790  0.002
O  -1.47521  1.78657  1.83511  -0.154
H  1.50061  -4.06211  4.53067  0.081
H  0.15951  -3.29772  3.66192  0.094
H  1.15106  -2.35868  4.78891  0.080
H  3.10642  -2.57369  3.30823  0.154
H  1.34788  -4.37901  1.61178  0.081
H  2.65743  -4.91228  2.67449  0.117
H  3.38581  -4.69657  0.25173  0.117
H  4.30973  -3.68621  1.35236  0.123
H  3.87708  -3.25020  -1.67107  0.127
H  1.88369  0.52738  -1.89284  0.134
H  0.49034  -0.90481  3.54670  0.123
N  -2.36544  3.56468  -1.72630  -0.122
C  -2.63941  2.91253  -0.61159  -0.137
C  -3.12898  6.40008  1.12534  -0.510
Te  -1.89245  4.86846  1.96989  1.121
C  -3.55766  3.73603  2.63419  -0.466
H  -3.60313  7.01362  1.88855  -0.021
H  -3.88725  5.91204  0.51406  -0.013
H  -2.51192  7.02932  0.48480  -0.024
H  -3.91506  3.15015  1.79119  -0.028
H  -4.31656  4.42316  3.00648  -0.009
H  -3.20389  3.08080  3.42422  -0.011

***

This record from OMol25 describes C27H23BrClEuN7O2S as an isolated structure. The level of theory is ωB97M-V/def2-TZVPD.

Results
energy relative to the best compared isomer or geometry (same formula, charge and spin) = 0.000 eV
gap between HOMO and LUMO (alpha / beta) = 4.693 / 7.203 eV
net charge = +3
E_LUMO (alpha / beta) = -0.429 / -0.339 Ha
2S+1 = 7
highest occupied orbital energy (alpha / beta) = -16.38 / -16.42 eV

Last column: Löwdin charge in e.
Positions of all 63 atoms, in Å:
Eu  -18.25606  9.83582  -8.96008  1.853
C  -19.78716  15.23125  -7.55548  -0.020
C  -20.18979  13.80541  -7.80716  -0.201
C  -21.43946  13.58883  -8.47232  0.058
C  -21.86986  12.26707  -8.69694  -0.037
C  -20.98084  11.22617  -8.40827  -0.729
Br  -21.48780  9.34470  -8.68242  0.751
N  -19.86875  11.42168  -7.70955  -0.139
C  -19.46355  12.66506  -7.39940  -0.080
H  -20.00208  15.83691  -8.48408  0.120
H  -18.66645  15.28391  -7.43018  0.106
H  -20.30584  15.59341  -6.70650  0.088
H  -22.06024  14.41711  -8.61791  0.121
H  -22.83041  11.96957  -9.18039  0.137
H  -18.54308  12.79102  -6.85381  0.118
O  -16.09909  10.48896  -16.06989  0.115
N  -15.26073  10.66976  -15.19409  -0.320
O  -14.05230  10.64231  -15.31069  0.129
C  -15.75366  11.03105  -13.87516  -0.041
C  -14.78694  11.46260  -13.02679  0.091
C  -15.06137  11.63912  -11.64159  -0.094
C  -14.03786  12.07113  -10.75649  0.089
C  -14.40250  12.32068  -9.41110  -0.013
C  -15.68622  12.12252  -8.99611  -0.100
N  -16.65023  11.51673  -9.79599  -0.061
C  -16.34320  11.31994  -11.08682  -0.205
C  -17.33786  10.90586  -12.03292  -0.145
N  -18.55918  10.54746  -11.43913  -0.043
C  -19.60354  10.30706  -12.22420  -0.116
C  -19.49782  10.27745  -13.61292  0.032
C  -18.23374  10.47332  -14.20383  0.063
C  -17.14051  10.85102  -13.45664  -0.035
H  -13.73961  11.52659  -13.30683  0.151
H  -13.15492  12.48204  -11.18718  0.135
H  -13.53828  12.56940  -8.73375  0.153
H  -16.01802  12.39733  -7.99012  0.114
H  -20.56432  10.04483  -11.80400  0.104
H  -20.29338  9.96036  -14.23204  0.118
H  -18.10065  10.28407  -15.27255  0.133
Cl  -14.38568  9.62177  -4.22863  0.766
C  -15.84499  8.91556  -4.84601  -0.622
C  -16.52540  7.92793  -4.12096  0.011
C  -17.72092  7.49687  -4.71552  -0.013
C  -18.11386  7.93900  -5.95753  -0.138
N  -17.34863  8.80936  -6.69061  -0.111
C  -16.23284  9.27947  -6.09322  -0.199
H  -16.19962  7.66051  -3.16861  0.115
H  -18.26431  6.63150  -4.29675  0.144
H  -19.08726  7.65038  -6.36177  0.115
H  -15.60424  9.94421  -6.66959  0.098
C  -16.94950  4.68929  -11.57686  0.021
N  -16.85357  5.02066  -10.08793  -0.093
C  -16.35138  4.17857  -9.08095  -0.022
C  -16.06624  4.91061  -8.00292  -0.005
N  -16.58328  6.23102  -8.30036  0.061
C  -16.85000  6.33635  -9.63371  -0.806
S  -17.11074  7.67576  -10.56009  0.607
H  -16.08234  5.19017  -12.00890  0.090
H  -17.85549  5.15113  -11.97489  0.080
H  -16.93437  3.55729  -11.64899  0.127
H  -16.25678  3.14423  -9.30857  0.134
H  -15.59108  4.71263  -7.03875  0.137
H  -16.35229  7.05565  -7.75005  0.101

***

- Which of these has the highest net charge?
  C27H23BrClEuN7O2S